# 1
Molecular formula: C2H7NOSi
Method: DFT, wB97M-V/def2-TZVPD

CARTESIAN COORDINATES (ANGSTROEM)
C: 1.197 -0.095 2.269
C: 0.352 -0.312 1.236
O: 0.242 0.715 0.369
Si: -0.860 0.632 -0.942
N: -0.279 -0.454 -2.145
H: 1.176 -0.597 3.194
H: 1.860 0.722 2.160
H: -0.403 -1.101 1.018
H: -2.043 -0.046 -0.493
H: -0.750 1.969 -1.355
H: -1.017 -1.123 -2.656
H: 0.523 -0.310 -2.657

**Kohn-Sham gap**: 9.40 eV
**SMILES**: C=CO[SiH2]N
**Strongest force on any atom**: 5.1 eV/Å
**ΔE to the lowest compared entry with this formula, charge and spin**: 65.3 kJ/mol
**Lowest unoccupied orbital energy**: 0.0303 hartree


# 2
Molecular formula: C2H7NOSi
Method: DFT, wB97M-V/def2-TZVPD

CARTESIAN COORDINATES (ANGSTROEM)
C: 0.866 -0.778 1.792
C: 0.768 0.041 0.724
N: -0.168 -0.204 -0.260
Si: -1.102 -1.484 -0.645
H: 0.264 -1.666 1.941
H: 1.599 -0.611 2.566
H: 1.400 1.044 0.527
H: -2.116 -1.307 -1.838
H: -1.536 -2.521 0.194
O: -0.100 2.376 -2.005
H: -0.312 1.966 -1.198
H: 0.437 3.144 -1.797

**Kohn-Sham gap**: 7.67 eV
**SMILES**: C=CN=[SiH2].O
**Strongest force on any atom**: 3.5 eV/Å
**ΔE to the lowest compared entry with this formula, charge and spin**: 343.1 kJ/mol
**Lowest unoccupied orbital energy**: -0.0316 hartree


# 3
Molecular formula: C2H7NOSi
Method: DFT, wB97M-V/def2-TZVPD

CARTESIAN COORDINATES (ANGSTROEM)
C: 0.646 0.169 -2.661
C: -2.093 0.390 -0.247
N: -1.522 0.540 0.746
O: -0.776 0.718 1.828
Si: 0.122 -0.467 2.621
H: 0.267 0.029 -3.621
H: 0.519 1.224 -2.405
H: 1.616 -0.259 -2.614
H: 0.144 -0.402 -1.854
H: -0.649 -1.551 3.301
H: 0.957 -0.869 1.294
H: 0.768 0.479 3.612

**Kohn-Sham gap**: 11.40 eV
**Strongest force on any atom**: 2.4 eV/Å
**ΔE to the lowest compared entry with this formula, charge and spin**: 445.4 kJ/mol
**Lowest unoccupied orbital energy**: 0.0086 hartree


# 4
Molecular formula: C2H7NS
Method: DFT, wB97M-V/def2-TZVPD

CARTESIAN COORDINATES (ANGSTROEM)
C: -0.745 1.424 -0.843
S: 0.734 0.412 -0.370
C: 0.210 -0.566 1.074
N: -0.600 -1.613 0.359
H: -0.604 1.965 -1.760
H: -1.539 0.721 -1.064
H: -1.360 1.860 -0.034
H: 1.184 -0.997 1.311
H: -0.112 -0.023 2.076
H: -1.586 -1.375 0.892
H: -0.317 -2.604 0.601

**Kohn-Sham gap**: 8.99 eV
**SMILES**: CSCN
**Strongest force on any atom**: 5.4 eV/Å
**ΔE to the lowest compared entry with this formula, charge and spin**: 164.1 kJ/mol
**Lowest unoccupied orbital energy**: 0.0336 hartree


# 5
Molecular formula: C2H7NS
Method: DFT, wB97M-V/def2-TZVPD

CARTESIAN COORDINATES (ANGSTROEM)
C: -0.911 1.055 0.550
N: -0.958 0.959 -0.693
C: -0.539 -0.297 -1.296
H: -1.016 2.032 1.017
H: -0.858 0.199 1.232
H: -0.565 -1.108 -0.552
H: -1.110 -0.555 -2.179
H: 0.520 -0.168 -1.522
S: 1.987 -0.592 1.487
H: 2.065 -1.896 1.179
H: 1.385 0.370 0.777

**Kohn-Sham gap**: 10.08 eV
**SMILES**: C=NC.S
**Strongest force on any atom**: 3.3 eV/Å
**ΔE to the lowest compared entry with this formula, charge and spin**: 180.7 kJ/mol
**Lowest unoccupied orbital energy**: 0.0203 hartree


# 6
Molecular formula: C2H7NS2
Method: DFT, wB97M-V/def2-TZVPD

CARTESIAN COORDINATES (ANGSTROEM)
C: -2.555 1.688 -0.286
N: -3.024 0.737 -0.962
H: -2.328 2.653 -0.747
H: -2.171 1.659 0.740
H: -2.862 -0.164 -0.518
C: 2.661 -0.775 0.329
S: 1.323 -1.278 1.475
S: -0.389 -1.134 0.207
H: 3.598 -1.114 0.770
H: 2.553 -1.168 -0.679
H: 2.645 0.317 0.343
H: 0.551 -1.420 -0.672

**Kohn-Sham gap**: 8.69 eV
**SMILES**: C=N.CSS
**Strongest force on any atom**: 1.3 eV/Å
**ΔE to the lowest compared entry with this formula, charge and spin**: 154.8 kJ/mol
**Lowest unoccupied orbital energy**: 0.0070 hartree


# 7
Molecular formula: C2H7NS2
Method: DFT, wB97M-V/def2-TZVPD

CARTESIAN COORDINATES (ANGSTROEM)
C: 0.703 0.997 -2.270
N: 1.482 0.563 -1.264
C: 2.846 0.868 -1.145
H: -0.163 0.456 -2.513
H: 0.844 2.099 -2.517
H: 3.563 0.077 -1.353
H: 3.233 1.596 -1.948
H: 2.952 1.350 -0.164
S: -1.745 0.285 1.162
S: -0.788 -1.523 1.012
H: -2.062 0.225 2.442
H: 0.485 -1.130 0.592

**Kohn-Sham gap**: 9.30 eV
**SMILES**: C=NC.SS
**Strongest force on any atom**: 6.5 eV/Å
**ΔE to the lowest compared entry with this formula, charge and spin**: 215.2 kJ/mol
**Lowest unoccupied orbital energy**: 0.0175 hartree


# 8
Molecular formula: C2H7NS2
Method: DFT, wB97M-V/def2-TZVPD

CARTESIAN COORDINATES (ANGSTROEM)
C: 2.403 -1.374 -0.686
C: 1.946 -0.954 0.493
N: 2.071 -1.645 1.725
H: 2.909 -2.317 -0.843
H: 2.438 -0.696 -1.533
H: 1.478 0.041 0.443
H: 1.416 -2.412 1.808
H: 1.942 -0.931 2.432
S: -0.739 1.653 -0.122
S: -2.193 0.284 -0.775
H: -1.233 1.796 1.091
H: -1.675 -0.692 -0.026

**Kohn-Sham gap**: 8.90 eV
**SMILES**: C=CN.SS
**Strongest force on any atom**: 1.4 eV/Å
**ΔE to the lowest compared entry with this formula, charge and spin**: 107.7 kJ/mol
**Lowest unoccupied orbital energy**: 0.0050 hartree


# 9
Molecular formula: C2H7NS2
Method: DFT, wB97M-V/def2-TZVPD

CARTESIAN COORDINATES (ANGSTROEM)
S: -0.791 2.806 1.853
S: -1.199 0.789 2.367
H: -1.671 3.456 2.681
H: -2.303 0.746 1.675
C: 1.528 -1.898 -0.966
C: 0.345 -1.281 -1.090
N: 0.173 0.172 -1.066
H: 2.452 -1.316 -0.898
H: 1.508 -2.966 -1.166
H: -0.572 -1.843 -1.204
H: 1.121 0.473 -1.228
H: -0.590 0.861 -0.957

**Kohn-Sham gap (spin up / spin down)**: 8.80 / 4.54 eV
**Strongest force on any atom**: 5.9 eV/Å
**ΔE to the lowest compared entry with this formula, charge and spin**: 67.6 kJ/mol
**Spin multiplicity**: 2
**<S²>**: 0.77
**Lowest unoccupied orbital energy (spin up / spin down)**: -0.1449 / -0.3007 hartree
**Charge**: +1


# 10
Molecular formula: C2H7O
Method: DFT, wB97M-V/def2-TZVPD

CARTESIAN COORDINATES (ANGSTROEM)
O: -1.174 -0.974 -2.625
H: -1.215 -1.281 -3.540
C: 1.021 0.256 1.116
C: -0.398 0.344 0.545
H: 1.661 -0.392 0.337
H: 1.014 -0.330 2.062
H: 1.441 1.383 1.064
H: -0.568 -0.470 -0.266
H: -1.105 0.238 1.419
H: -0.678 1.227 -0.112

**Kohn-Sham gap**: 6.31 eV
**Strongest force on any atom**: 3.3 eV/Å
**ΔE to the lowest compared entry with this formula, charge and spin**: 83.4 kJ/mol
**Lowest unoccupied orbital energy**: 0.1554 hartree
**Charge**: -1


# 11
Molecular formula: C2H7O2
Method: DFT, wB97M-V/def2-TZVPD

CARTESIAN COORDINATES (ANGSTROEM)
C: -0.475 0.056 -0.695
O: 0.422 1.086 -0.559
C: -1.270 -0.205 0.582
H: -1.197 0.246 -1.514
H: 0.019 -0.905 -0.967
H: -2.036 -0.967 0.409
H: -0.587 -0.532 1.363
H: -1.732 0.725 0.915
H: 1.505 0.606 0.048
H: 2.934 -0.270 -0.136
O: 2.417 0.160 0.553

**Kohn-Sham gap**: 8.06 eV
**Strongest force on any atom**: 0.4 eV/Å
**ΔE to the lowest compared entry with this formula, charge and spin**: 1.2 kJ/mol
**Lowest unoccupied orbital energy**: 0.1737 hartree
**Charge**: -1


# 12
Molecular formula: C2H7O2
Method: DFT, wB97M-V/def2-TZVPD

CARTESIAN COORDINATES (ANGSTROEM)
O: -1.320 -1.284 1.776
H: -1.548 -2.199 1.586
H: -0.328 -0.547 -0.027
H: -2.072 -0.881 2.385
C: -0.034 0.467 -0.076
C: 0.930 0.801 -1.068
O: 1.386 -0.129 -1.894
H: -0.974 1.205 -0.133
H: 0.286 0.610 1.020
H: 1.452 1.846 -0.971
H: 2.223 0.111 -2.598

**Kohn-Sham gap**: 9.03 eV
**Strongest force on any atom**: 4.3 eV/Å
**ΔE to the lowest compared entry with this formula, charge and spin**: 177.9 kJ/mol
**Lowest unoccupied orbital energy**: -0.2261 hartree
**Charge**: +1